{"formula": "C6H10O", "method": "ωB97M-V/def2-TZVPD", "lumo_energy_ha": 0.040, "relative_energy_kcal_mol": 100.3, "e_tot_ha": -309.68256, "orbital_gap_ev": 9.1118, "elements": ["C", "O", "C", "C", "C", "C", "C", "H", "H", "H", "H", "H", "H", "H", "H", "H", "H"], "coordinates": [[2.43, -0.02, 0.76], [1.28, 0.53, 0.11], [0.79, -0.27, -0.87], [-0.90, -1.00, -0.34], [-1.49, -0.02, 0.69], [-1.35, 1.11, -0.36], [-0.61, 0.13, -1.29], [3.05, 0.80, 1.13], [2.99, -0.64, 0.07], [2.10, -0.63, 1.61], [0.37, -1.39, -0.30], [-1.36, -1.96, -0.62], [-2.52, -0.23, 0.99], [-0.88, 0.10, 1.59], [-2.31, 1.42, -0.77], [-0.78, 2.00, -0.06], [-0.81, 0.10, -2.36]], "mulliken_charge": [-0.67, -0.18, -0.38, -0.27, -0.52, -0.65, -0.20, 0.26, 0.34, 0.28, 0.10, 0.44, 0.29, 0.18, 0.30, 0.26, 0.42]}



{"formula": "C6H10O", "method": "ωB97M-V/def2-TZVPD", "lumo_energy_ha": 0.033, "relative_energy_kcal_mol": 50.5, "smiles": "C[C@H]1C[C@@]2(O)C[C@@H]12", "e_tot_ha": -309.76186, "orbital_gap_ev": 10.2784, "elements": ["C", "C", "C", "C", "O", "C", "C", "H", "H", "H", "H", "H", "H", "H", "H", "H", "H"], "coordinates": [[2.27, 0.16, -0.26], [0.87, -0.42, -0.21], [0.00, -0.40, 1.05], [-1.24, -0.32, 0.13], [-2.16, -1.34, -0.01], [-1.47, 1.09, -0.18], [-0.35, 0.20, -0.95], [2.94, -0.28, 0.49], [2.23, 1.24, -0.09], [2.72, -0.02, -1.24], [0.93, -1.48, -0.51], [0.17, 0.55, 1.57], [0.01, -1.22, 1.76], [-2.85, -1.21, 0.65], [-2.40, 1.25, -0.74], [-1.28, 1.88, 0.54], [-0.38, 0.32, -2.03]], "mulliken_charge": [-1.45, 0.50, -0.84, 0.66, -0.49, -0.93, -0.54, 0.34, 0.34, 0.34, 0.21, 0.26, 0.32, 0.36, 0.29, 0.22, 0.41]}



{"formula": "C6H10O", "method": "ωB97M-V/def2-TZVPD", "lumo_energy_ha": 0.032, "relative_energy_kcal_mol": 106.2, "e_tot_ha": -309.67318, "orbital_gap_ev": 9.3754, "elements": ["C", "C", "C", "C", "O", "C", "C", "H", "H", "H", "H", "H", "H", "H", "H", "H", "H"], "coordinates": [[1.46, -0.57, -0.50], [0.67, 0.37, 0.39], [0.11, 1.69, -0.23], [-1.31, 1.27, 0.17], [-1.91, 0.45, -0.87], [-1.52, -0.72, -0.38], [-0.79, -0.04, 0.79], [1.66, -1.52, 0.00], [2.42, -0.12, -0.77], [0.92, -0.79, -1.43], [1.24, 0.59, 1.30], [0.46, 2.59, 0.28], [0.24, 1.80, -1.31], [-2.02, 1.98, 0.60], [-0.28, -3.74, -0.15], [-0.68, -3.13, -0.32], [-0.98, -0.41, 1.80]], "mulliken_charge": [-1.40, 0.13, -0.94, -0.01, -0.25, -0.49, 0.08, 0.32, 0.38, 0.35, 0.41, 0.29, 0.30, 0.40, 0.22, -0.21, 0.40]}



{"formula": "C6H10O", "method": "ωB97M-V/def2-TZVPD", "lumo_energy_ha": 0.042, "relative_energy_kcal_mol": 39.2, "e_tot_ha": -309.77996, "orbital_gap_ev": 10.3703, "elements": ["C", "C", "C", "O", "C", "C", "C", "H", "H", "H", "H", "H", "H", "H", "H", "H", "H"], "coordinates": [[2.29, -0.12, -0.23], [1.13, 0.74, 0.27], [-0.06, -0.05, 0.81], [-1.15, 0.84, 1.16], [-2.05, 0.04, 0.42], [-1.73, 0.02, -1.04], [-0.98, -0.88, -0.09], [1.97, -0.76, -1.06], [2.69, -0.77, 0.56], [3.10, 0.52, -0.58], [0.77, 1.40, -0.52], [1.46, 1.39, 1.09], [0.24, -0.65, 1.68], [-3.04, -0.14, 0.84], [-2.44, -0.51, -1.66], [-1.25, 0.88, -1.51], [-0.97, -1.96, -0.15]], "mulliken_charge": [-1.18, -0.43, 0.23, -0.45, -0.16, -0.67, -0.34, 0.31, 0.31, 0.35, 0.22, 0.29, 0.33, 0.38, 0.26, 0.16, 0.36]}